13
Properties=species:S:1:pos:R:3:forces:R:3 method="wB97M-V/def2-TZVPD" homo_lumo_gap_ev="7.3 / 6.8" total_energy_ev=-26687.50144 e_above_lowest_kj_mol=0.0 e_homo_ha="-0.246 / -0.351" s2=2.01 lumo_ev="0.63 / -2.79" multiplicity=3
S 0.262726 -0.979541 0.249364 2.149 0.864 1.192
O 0.982625 -1.544693 1.387760 -0.653 0.145 -1.850
H 0.982366 0.385372 -1.562459 -0.082 0.640 -0.393
H 2.411386 -0.009074 -0.350463 -2.030 -0.731 -1.771
I -0.175380 0.733737 2.851675 0.128 1.090 3.704
H -1.591730 0.215649 -0.641312 -1.118 -0.664 -2.144
C 1.486830 -0.371774 -1.006338 0.328 2.005 4.872
O -0.788114 -1.693098 -0.399559 -0.231 -0.679 -0.448
H -1.069376 1.882396 -0.400879 0.244 2.340 -1.345
H -2.311738 1.106896 0.607870 -1.091 0.646 0.675
N -0.370141 0.457290 0.812780 -0.225 -0.906 -2.260
C -1.459676 1.023677 -0.004301 1.483 -1.998 1.892
H 1.640222 -1.206836 -1.544140 1.096 -2.753 -2.123